A molecular structure, C24H51N5O6P2RuS. Source: the OMol25 dataset; level of theory: ωB97M-V/def2-TZVPD.

Positions of all 90 atoms, in Å:
Ru -1.59909 0.09885 0.65006
N -3.24819 -1.13309 0.15208
C -4.33332 -0.97115 1.14222
C -3.69377 -1.20628 2.48566
N -2.54413 -0.28447 2.62379
C -2.80061 0.96194 3.37228
C -3.11190 2.05729 2.39533
N -1.98417 2.07323 1.44112
H -3.58686 -0.97797 -0.79449
H -2.89677 -2.08832 0.20088
H -5.15243 -1.67385 0.98008
H -4.73201 0.03574 1.04319
H -3.32123 -2.22981 2.55281
H -4.42537 -1.06967 3.28259
H -1.75307 -0.76683 3.04222
H -1.90126 1.20330 3.93788
H -3.61544 0.85113 4.08884
H -3.24204 3.00645 2.91847
H -4.02226 1.86670 1.83062
H -1.13692 2.35833 1.93200
H -2.15367 2.75285 0.70254
C 0.95174 2.72059 3.83199
C 2.05473 1.69415 3.72331
C 3.41036 2.23620 4.09906
O 2.14014 1.25981 2.29972
P 1.54981 -0.06972 1.75369
O 0.05026 -0.25089 1.92690
C 1.92680 0.06578 0.00478
P 1.04571 -1.19047 -0.91782
O -0.44775 -1.16682 -0.62604
O 1.75991 -2.49996 -0.51259
C 1.16890 -3.86153 -0.70313
C 0.50943 -4.26260 0.59446
C 2.29684 -4.76620 -1.12599
O 1.18769 -0.94006 -2.44057
C 2.50640 -0.94967 -3.15004
C 2.33266 -1.80804 -4.37692
C 2.87923 0.48015 -3.45926
O 2.24484 -1.28346 2.40157
C 3.72030 -1.37893 2.65810
C 3.89277 -1.65781 4.12989
C 4.28371 -2.46286 1.77361
H 0.92320 3.13037 4.84073
H -0.01484 2.25998 3.62111
H 1.12850 3.54081 3.13383
H 1.81219 0.81675 4.32774
H 3.67921 3.06948 3.44903
H 4.18058 1.46986 4.01922
H 3.38950 2.59204 5.12873
H 3.00483 -0.01665 -0.15283
H 1.58396 1.04655 -0.33615
H 0.42551 -3.78612 -1.50064
H 1.25557 -4.39293 1.37859
H -0.01747 -5.20662 0.45606
H -0.20405 -3.50305 0.91938
H 3.04049 -4.84537 -0.33258
H 2.78467 -4.39481 -2.02698
H 1.90560 -5.76164 -1.33489
H 3.23878 -1.40709 -2.47957
H 1.59953 -1.36313 -5.05132
H 2.00622 -2.81479 -4.11551
H 3.28210 -1.88236 -4.90618
H 2.11105 0.94318 -4.07997
H 3.82062 0.50088 -4.00717
H 2.99936 1.07786 -2.55475
H 4.16121 -0.41191 2.40428
H 3.42647 -2.60747 4.39295
H 3.45213 -0.87324 4.74489
H 4.95586 -1.71825 4.36246
H 3.89196 -3.43674 2.07053
H 5.36790 -2.48115 1.88182
H 4.04234 -2.29710 0.72380
N -2.03053 -0.64145 -2.98834
C -2.25075 0.66458 -2.84044
S -2.09911 1.43786 -1.27953
N -2.57940 1.36683 -3.90614
C -3.02225 2.73073 -4.09919
C -3.68979 3.47227 -3.13937
C -4.06567 4.77588 -3.43770
C -3.79391 5.32364 -4.68168
C -3.15320 4.55898 -5.64470
C -2.77673 3.25742 -5.35803
H -1.55197 -1.13715 -2.24768
H -2.04399 -1.06353 -3.90526
H -2.49552 0.86676 -4.78304
H -3.96394 3.04244 -2.18934
H -4.60598 5.35402 -2.70048
H -4.10454 6.33391 -4.90935
H -2.94362 4.97565 -6.62014
H -2.27205 2.66177 -6.11113

Properties
lowest unoccupied orbital energy (spin up / spin down): -8.7 / -9.1 eV
Kohn-Sham gap (spin up / spin down): 0.256 / 0.242 hartree
expectation value of S²: 0.76
2S+1: 2
F_max: 0.01737 Eh/bohr
electronic energy: -77430.023 eV
charge: +3
E_HOMO (spin up / spin down): -15.69 / -15.69 eV


A molecular structure, C64H51N9O2ReSSi in a non-equilibrium geometry. Source: the OMol25 dataset; level of theory: ωB97M-V/def2-TZVPD.

Positions of all 129 atoms, in Å:
Re -0.33996 0.11187 0.81805
C -4.40336 1.09457 -0.32755
C -5.23656 0.49197 0.61235
C -4.65336 -0.09973 1.70545
C -3.25346 -0.14433 1.83155
N -2.45076 0.35777 0.85665
C -3.04176 1.02287 -0.14635
N -2.80066 -0.67033 2.99315
C -1.61146 -0.51373 3.46405
N -0.56256 0.11637 2.83555
C 0.33424 0.50427 3.80855
N 1.21994 1.43167 3.72035
C 1.35204 2.31377 2.69115
C 2.04984 3.49037 3.00585
C 2.18214 4.48667 2.06685
C 1.61484 4.29447 0.81045
C 0.97144 3.09747 0.55795
N 0.84364 2.13387 1.46005
C 0.00064 -0.19023 5.05835
C 0.60434 -0.26183 6.29835
C -0.03256 -1.00413 7.28955
C -1.24906 -1.63163 7.05845
C -1.87486 -1.53923 5.82185
C -1.23246 -0.82323 4.83425
H -4.80196 1.63377 -1.17075
H -6.30776 0.51607 0.48995
H -5.23186 -0.52833 2.50665
H -2.39056 1.56147 -0.82475
H 2.43484 3.58347 4.00515
H 2.70084 5.40307 2.30375
H 1.68374 5.04447 0.03885
H 0.53354 2.91167 -0.41855
H 1.53814 0.23937 6.49165
H 0.42974 -1.09093 8.26135
H -1.72406 -2.18633 7.85205
H -2.83006 -1.99803 5.63375
C 9.47794 0.32407 -8.80065
O 8.08744 0.54717 -8.94025
C 7.31754 0.71797 -7.86605
C 7.78884 0.77537 -6.54735
C 6.90314 0.85727 -5.49865
C 5.52274 0.88317 -5.72555
C 5.05484 0.89287 -7.04945
C 5.93204 0.81927 -8.09845
C 4.57514 0.80597 -4.64865
N 3.26224 0.79487 -4.78925
C 2.75014 0.61707 -3.55445
C 3.78574 0.51637 -2.61015
N 4.93204 0.64957 -3.33125
C 3.55414 0.29227 -1.23595
C 4.55494 0.18417 -0.26025
C 4.17564 -0.03403 1.04265
C 2.82254 -0.15403 1.35615
N 1.84974 -0.07183 0.45865
C 2.19734 0.17097 -0.83015
C 1.13474 0.26277 -1.78535
N -0.12946 0.08577 -1.30805
C -1.10866 -0.02823 -2.20535
C -0.93616 0.17237 -3.56945
C 0.31914 0.46087 -4.06175
C 1.39124 0.46737 -3.16315
H 9.84544 0.11187 -9.80365
H 9.68114 -0.53023 -8.14835
H 9.99414 1.20677 -8.41285
H 8.84574 0.74227 -6.34285
H 7.30364 0.88717 -4.49625
H 3.98964 0.92527 -7.20985
H 5.57874 0.80427 -9.11635
H 5.87224 0.63747 -2.97405
H 5.59524 0.28527 -0.53025
H 4.91134 -0.09703 1.82745
H 2.53194 -0.29903 2.38675
H -2.07886 -0.31443 -1.82495
H -1.79096 0.10007 -4.22075
H 0.50464 0.64107 -5.10835
C -8.13266 3.74947 1.12165
C -6.63956 3.78607 1.12635
C -5.90336 3.25067 2.17855
C -4.52046 3.27587 2.15285
C -3.86976 3.83717 1.07375
C -4.58176 4.38487 0.01835
C -5.96306 4.35887 0.05005
S -2.05976 3.77687 1.01315
C -1.79436 5.36307 1.89615
O -1.66936 2.69717 1.94975
H -8.52496 3.37217 2.06075
H -8.48716 3.10987 0.31435
H -8.53896 4.74357 0.94575
H -6.41566 2.81057 3.02115
H -3.93336 2.85677 2.95715
H -4.05566 4.82727 -0.81395
H -6.52566 4.77577 -0.77425
H -2.30556 5.33127 2.85265
H -2.19236 6.15657 1.27145
H -0.72736 5.49967 2.04305
C 1.46914 -5.40643 -2.09205
C 0.98324 -5.80193 -0.85725
C 0.40424 -4.87813 -0.00605
C 0.28224 -3.53683 -0.37315
C 0.77944 -3.16003 -1.61585
C 1.37114 -4.07763 -2.46565
Si -0.74256 -2.41733 0.79755
C -0.37056 -3.11353 2.53855
C 0.79584 -2.74773 3.20685
C 1.18174 -3.37073 4.37815
C 0.39624 -4.37543 4.91665
C -0.76466 -4.75693 4.26745
C -1.13736 -4.13843 3.08735
C -2.55766 -2.76693 0.26185
C -2.85916 -2.91623 -1.09275
C -4.12846 -3.27623 -1.51145
C -5.11796 -3.52993 -0.57575
C -4.83296 -3.40353 0.77325
C -3.57426 -3.00413 1.18615
H 1.91614 -6.12683 -2.75945
H 1.05004 -6.83663 -0.55585
H 0.03144 -5.20933 0.95165
H 0.69994 -2.13533 -1.94155
H 1.74404 -3.75023 -3.42475
H 1.42854 -1.98533 2.77825
H 2.10474 -3.08633 4.85975
H 0.70584 -4.88293 5.81605
H -1.37086 -5.55693 4.66505
H -2.00976 -4.49473 2.56475
H -2.08166 -2.77433 -1.83015
H -4.34286 -3.38183 -2.56565
H -6.10606 -3.82693 -0.89115
H -5.58716 -3.62683 1.51245
H -3.38376 -2.88103 2.24055

Properties
lowest unoccupied orbital energy (spin up / spin down): -5.6 / -6.4 eV
Kohn-Sham gap (spin up / spin down): 0.222 / 0.194 hartree
expectation value of S²: 3.78
2S+1: 4
F_max: 0.03370 Eh/bohr
electronic energy: -105535.512 eV
charge: +2
E_HOMO (spin up / spin down): -11.67 / -11.67 eV


A molecular structure, C20H43MnN2OP3S in a non-equilibrium geometry. Source: the OMol25 dataset; level of theory: ωB97M-V/def2-TZVPD.

Positions of all 71 atoms, in Å:
Mn 0.21281 0.08054 0.81700
P 1.85406 0.88746 2.03497
P -0.63298 1.81225 -0.29144
P 1.58615 -0.47334 -0.90029
H -1.59231 -2.06264 0.93515
C -0.53474 -2.05092 0.62348
C 0.50267 -1.85618 1.61431
H 0.23501 -1.71203 2.69008
C 1.63647 1.29677 3.80369
C 2.58225 2.46469 1.49716
C 3.34001 -0.14837 2.25341
C -2.02700 1.29087 -1.35132
C -1.41647 3.13848 0.70796
C 0.29061 2.88853 -1.43203
C 2.48642 -2.07427 -0.77402
C 3.01905 0.55104 -1.38796
C 0.76855 -0.73812 -2.50954
H -0.30563 -2.57769 -0.31698
H 1.51768 -2.27213 1.43564
H 1.44502 0.40157 4.40708
H 0.81836 2.00470 3.96631
H 2.58066 1.74893 4.14262
H 1.83186 3.25862 1.46839
H 3.05399 2.39635 0.51550
H 3.34704 2.73271 2.23640
H 3.08131 -1.10499 2.71102
H 4.01489 0.38597 2.93262
H 3.87587 -0.35271 1.32593
H -2.45786 2.16369 -1.86320
H -2.81538 0.82100 -0.75255
H -1.72611 0.56849 -2.11933
H -1.79160 3.92705 0.03881
H -0.69714 3.59358 1.39935
H -2.25316 2.77303 1.31360
H -0.37560 3.69596 -1.76885
H 0.65297 2.36564 -2.32083
H 1.14885 3.35516 -0.93834
H 3.05130 -2.23274 -1.70090
H 1.80368 -2.91679 -0.63905
H 3.19532 -2.08483 0.06001
H 3.46815 0.10833 -2.28537
H 3.79787 0.58608 -0.62249
H 2.74553 1.57789 -1.62962
H 1.48871 -1.18271 -3.20743
H 0.38886 0.17804 -2.96812
H -0.07643 -1.42720 -2.42512
C -2.14084 -0.97743 -5.43502
C -3.19840 -1.20261 -6.35478
C -3.50933 -2.53012 -6.64925
C -2.73405 -3.58640 -6.13642
C -1.55594 -3.28982 -5.44744
C -1.19682 -1.97507 -5.20203
O -2.01591 0.08261 -4.55282
H -2.65788 0.79740 -4.74771
H -3.77339 -0.40310 -6.81819
H -4.36924 -2.78689 -7.26458
H -3.03895 -4.63396 -6.27861
H -0.92154 -4.09012 -5.09145
H -0.24546 -1.73019 -4.74909
S -1.49275 0.37185 2.29884
C -1.40376 0.14574 4.02457
N -1.02807 -0.94721 4.69381
C -0.98623 -0.74268 6.12385
C -1.45732 0.69222 6.28823
N -1.71105 1.11819 4.91433
H -0.79093 -1.82531 4.22603
H 0.01836 -0.88644 6.52179
H -1.65208 -1.44992 6.61224
H -0.70557 1.31316 6.79294
H -2.38906 0.75954 6.85095
H -2.16339 1.99077 4.65410

Properties
lowest unoccupied orbital energy (spin up / spin down): -10.9 / -11.7 eV
Kohn-Sham gap (spin up / spin down): 0.118 / 0.087 hartree
expectation value of S²: 6.10
2S+1: 5
F_max: 0.08529 Eh/bohr
ΔE to the lowest compared entry with this formula, charge and spin: 0.686 eV
electronic energy: -96460.366 eV
charge: +3
E_HOMO (spin up / spin down): -14.06 / -14.06 eV


A gas-phase ion, C2H5N2S3 (charge +1) in a non-equilibrium geometry. Source: the OMol25 dataset; level of theory: ωB97M-V/def2-TZVPD.

Positions of all 12 atoms, in Å:
C -1.09419 -1.51834 -0.21814
C -0.71254 -0.07579 -0.11905
N -0.13795 -1.07361 2.08945
N 0.74997 0.05489 -0.32787
S -1.74921 -1.98069 -1.61213
S -0.86732 -2.45362 1.28699
S -0.92156 0.43007 1.89006
H -1.43212 0.41313 -0.87776
H 0.19232 -1.24249 3.12692
H 1.04350 0.78024 -0.95513
H 1.22609 -0.77759 -0.45578
H 1.17812 0.20279 0.58800

Properties
lowest unoccupied orbital energy: -5.1 eV
Kohn-Sham gap: 0.286 hartree
F_max: 0.06561 Eh/bohr
ΔE to the lowest compared entry with this formula, charge and spin: 2.320 eV
electronic energy: -37631.255 eV
charge: +1
E_HOMO: -12.83 eV


A molecular structure, C4H12F2InO4 in a non-equilibrium geometry. Source: the OMol25 dataset; level of theory: ωB97M-V/def2-TZVPD.

Positions of all 23 atoms, in Å:
In 0.45188 0.67292 1.04010
F -1.97072 0.72020 -0.49002
F 0.78505 -1.79449 -0.59398
C 0.39736 2.21470 -3.78919
C 0.81265 1.07421 -2.86699
O 1.32981 1.61812 -1.63013
O 1.65664 2.89904 -4.22994
H -0.25186 2.90739 -3.25367
H -0.05872 1.90979 -4.73106
H 1.66591 0.55884 -3.30796
H -0.04053 0.40128 -2.78136
H 1.83232 2.36032 -1.97394
H 1.38716 3.56916 -4.86233
C -0.21150 -2.26137 3.77053
C -1.59929 -1.79930 3.24135
O -1.52796 -1.38552 1.86232
O 0.74262 -1.20464 3.69666
H 0.11999 -3.05685 3.10313
H -0.26656 -2.82309 4.70304
H -2.00860 -1.00282 3.86278
H -2.36311 -2.55585 3.42113
H -2.24659 -1.80236 1.38127
H 1.36406 -1.21968 4.42823

Properties
lowest unoccupied orbital energy (spin up / spin down): 0.1 / -4.0 eV
Kohn-Sham gap (spin up / spin down): 0.379 / 0.162 hartree
expectation value of S²: 0.78
2S+1: 2
F_max: 0.04973 Eh/bohr
ΔE to the lowest compared entry with this formula, charge and spin: 0.000 eV
electronic energy: -23136.055 eV
E_HOMO (spin up / spin down): -10.22 / -8.40 eV


Q: Which formula does entry 5 have?
A: C4H12F2InO4